# C10H9N12S2Tl

C10H9N12S2Tl as an isolated structure (wB97M-V/def2-TZVPD, OMol25).

XYZ file:
```
34
Properties=species:S:1:pos:R:3:forces:R:3:mulliken_charge:R:1
Tl 0.9995 0.7701 -1.1070 0.25 0.12 0.12 0.7498
C 5.0338 -0.9807 3.5228 -0.13 0.08 0.13 -0.7412
S 4.3407 0.5338 4.2368 -0.01 0.00 -0.19 -0.1750
C 3.0483 0.7946 2.9591 -0.12 -0.13 0.13 0.2249
S 3.2004 2.1200 1.9579 -0.03 0.06 -0.04 -0.4041
N 2.1576 -0.1781 3.0310 0.47 0.16 0.19 -0.8827
N 1.2066 -0.1620 2.0612 -0.05 0.02 -0.30 0.3613
C 0.4067 -1.1497 2.1663 -0.16 -0.05 -0.21 -0.7721
C -0.6930 -1.4371 1.2421 -0.30 -0.16 -0.31 0.8458
C -1.5228 -2.5200 1.5669 0.01 0.04 0.11 -0.7390
C -2.6064 -2.8301 0.7697 0.03 -0.03 0.00 -0.1925
C -2.8458 -2.0667 -0.3607 -0.05 -0.06 0.05 -0.8784
C -1.9511 -1.0509 -0.6512 0.15 0.34 -0.19 0.0727
N -0.9058 -0.7363 0.1100 0.11 -0.23 0.49 -0.0607
H 5.9272 -1.2457 4.0908 -0.02 0.00 -0.03 0.2760
H 5.2996 -0.7856 2.4841 0.04 -0.07 0.01 0.2376
H 4.2996 -1.7823 3.5775 0.04 -0.03 -0.04 0.2348
H 0.5423 -1.8536 2.9888 -0.04 -0.06 0.05 0.2689
H -1.3027 -3.0959 2.4578 -0.03 0.01 -0.01 0.2999
H -3.2529 -3.6638 1.0177 -0.01 0.01 0.05 0.3931
H -3.6961 -2.2553 -1.0031 0.08 0.01 -0.04 0.3757
H -2.0620 -0.4515 -1.5523 0.02 -0.02 0.07 0.2731
N -1.6822 2.4579 -3.4213 0.17 0.04 0.00 -0.1235
C -1.0295 1.4173 -4.0516 -0.03 -0.11 -0.11 0.5556
N -1.1941 1.1964 -5.3525 0.02 -0.05 -0.06 -0.5762
N -0.4298 0.1113 -5.5987 0.03 0.03 0.23 -0.5096
N 0.1492 -0.2835 -4.5105 -0.07 0.11 -0.08 -0.6201
N -0.2123 0.5347 -3.4893 -0.07 -0.01 0.18 0.1948
C -1.7089 2.8024 -2.0839 -0.06 0.01 0.17 0.4749
N -2.5752 3.7048 -1.6447 -0.07 0.06 0.13 -0.5170
N -2.3278 3.7849 -0.3174 0.09 -0.11 -0.09 -0.6226
N -1.3773 2.9785 0.0126 -0.05 0.06 -0.19 -0.3878
N -0.9421 2.3300 -1.0993 -0.13 -0.06 -0.24 0.1444
H -2.2939 2.9919 -4.0095 -0.07 0.02 0.00 0.2193
```
Forces are in eV/Å.

The value obtained for the total energy is -2012.42405 a.u. For the energy above the lowest of the compared OMol25 structures with the same formula, charge and spin, the calculation gives 0.0 kJ/mol. The charge is -2.